[1]
This record from the Open Molecules 2025 dataset describes a molecular structure, C51H47CsN10O4S3 in a non-equilibrium geometry. The level of theory is wB97M-V/def2-TZVPD.

Structure (XYZ):
```
116
Properties=species:S:1:pos:R:3:mulliken_charge:R:1
Cs 0.056 -1.237 -0.642 0.782
N -5.679 3.369 -0.994 -0.426
C -4.850 2.483 -0.352 0.168
S -4.742 0.898 -1.103 -0.339
N -4.288 2.985 0.734 -0.896
N -3.622 2.035 1.470 0.188
C -2.817 2.554 2.311 -0.791
C -1.966 1.793 3.264 0.698
C -1.458 2.421 4.362 -0.562
C -0.609 1.726 5.197 -0.459
C -0.468 0.356 4.940 -0.983
C -1.099 -0.221 3.876 0.510
N -1.749 0.511 2.995 0.033
H -6.216 3.052 -1.822 0.197
H -6.059 4.041 -0.411 0.237
H -2.811 3.642 2.414 0.330
H -1.734 3.467 4.589 0.357
H -0.121 2.199 6.043 0.702
H 0.130 -0.178 5.630 0.460
H -0.888 -1.272 3.632 -0.107
C -4.721 -3.979 1.085 -0.452
C -4.233 -2.691 0.943 -0.732
C -2.929 -2.380 1.303 0.148
C -2.122 -3.351 1.852 -0.383
C -2.621 -4.658 1.911 -0.211
C -3.913 -4.972 1.568 -0.589
N -0.790 -3.084 2.236 0.489
N -0.437 -3.381 3.394 -0.636
C 0.932 -3.140 3.723 0.140
C 1.591 -4.213 4.409 -0.434
C 2.928 -4.234 4.672 -0.720
C 3.648 -3.053 4.351 -0.572
C 2.961 -2.023 3.657 -0.205
C 1.642 -2.026 3.218 0.060
H -5.784 -4.190 0.714 0.244
H -4.887 -1.911 0.528 0.433
H -2.681 -1.311 1.306 0.634
H -1.968 -5.457 2.255 0.405
H -4.324 -5.960 1.697 0.379
H 0.962 -5.049 4.781 0.276
H 3.416 -5.044 5.176 0.376
H 4.737 -2.965 4.405 0.368
H 3.582 -1.193 3.276 0.168
C -5.593 -2.871 -2.870 -1.703
C -4.190 -3.172 -3.114 1.171
C -3.555 -2.256 -3.968 -0.791
C -2.238 -2.504 -4.384 -0.504
C -1.621 -3.614 -3.827 -0.010
C -2.221 -4.480 -2.907 -0.391
C -3.543 -4.262 -2.577 -0.475
S 0.027 -3.970 -4.400 0.994
O 0.267 -3.446 -5.693 -0.677
O 0.170 -5.438 -4.288 -0.766
N 0.799 -3.134 -3.238 0.062
C 2.153 -2.911 -3.269 -0.032
C 3.045 -3.446 -4.275 -0.397
C 4.386 -3.104 -4.262 -0.601
C 4.871 -2.285 -3.223 -0.973
C 3.936 -1.872 -2.265 -0.295
N 2.640 -2.097 -2.279 0.197
H -6.241 -3.139 -3.668 0.383
H -5.707 -1.840 -2.745 0.349
H -5.991 -3.314 -1.988 0.314
H -4.142 -1.431 -4.366 0.343
H -1.766 -1.870 -5.125 0.491
H -1.647 -5.250 -2.398 0.446
H -4.083 -4.914 -1.883 0.303
H 2.652 -4.082 -5.078 0.315
H 4.991 -3.577 -5.025 0.368
H 5.889 -2.005 -3.138 0.459
H 4.202 -1.221 -1.412 0.486
O -0.322 1.445 -1.456 -0.457
S -0.963 1.810 -2.759 0.449
C -2.038 3.195 -2.359 -0.262
C -1.506 4.371 -1.720 0.269
C -1.191 5.525 -2.436 0.136
C -0.532 6.618 -1.837 -1.030
C -0.373 6.576 -0.448 -0.356
C -0.663 5.409 0.322 -0.939
C -1.228 4.320 -0.316 0.188
C 0.382 2.725 -3.691 -1.691
C 1.642 2.803 -2.923 0.144
C 2.015 4.000 -2.335 0.047
C 3.181 4.064 -1.584 -0.757
C 3.930 2.918 -1.307 -0.672
C 3.540 1.733 -1.921 -1.070
C 2.399 1.677 -2.701 0.137
H -2.741 2.769 -1.641 -1.195
H -2.575 3.398 -3.223 0.957
H -1.305 5.505 -3.528 0.394
H -0.237 7.535 -2.333 0.396
H 0.010 7.408 0.131 0.361
H -0.465 5.413 1.381 0.530
H -1.580 3.404 0.193 0.399
H 0.009 3.671 -3.977 0.580
H 0.554 2.141 -4.614 0.659
H 1.485 4.946 -2.374 0.283
H 3.472 5.009 -1.065 0.282
H 4.701 3.060 -0.624 0.579
H 4.102 0.831 -1.752 0.626
H 2.041 0.766 -3.090 0.812
N 2.514 1.988 4.662 -0.103
C 3.805 2.289 4.361 -0.194
O 4.417 3.181 4.931 -0.690
C 4.344 1.523 3.215 1.131
C 5.625 0.991 3.234 -0.261
C 6.051 0.220 2.129 -0.735
N 5.259 -0.135 1.117 -0.492
C 4.015 0.344 1.136 -0.892
C 3.553 1.199 2.135 -0.583
H 2.014 2.667 5.183 0.186
H 1.985 1.243 4.298 0.139
H 6.296 1.161 4.093 0.354
H 7.009 -0.300 2.172 0.362
H 3.350 0.094 0.352 1.053
H 2.528 1.632 2.040 0.581
```

Computed properties:
* F_max: 4.15 eV Å⁻¹
* LUMO: 3.455 eV
* HOMO energy: -2.1603 eV
* total charge: -2
* orbital gap: 5.62 eV

---

[2]
This record from the Open Molecules 2025 dataset describes a molecular structure, C51H47N4OSbW. The level of theory is wB97M-V/def2-TZVPD.

Structure (XYZ):
```
105
Properties=species:S:1:pos:R:3:lowdin_spin:R:1
W -0.038 -0.524 -0.149 1.637
C -3.409 -2.864 6.401 0.001
C -3.466 -1.532 6.016 0.000
C -2.873 -1.127 4.830 0.001
C -2.215 -2.054 4.026 0.003
C -2.163 -3.389 4.415 0.002
C -2.761 -3.792 5.599 0.000
C -1.570 -1.606 2.757 0.032
C -0.184 -1.586 2.720 -0.002
C 0.681 -1.924 3.806 0.025
C 1.967 -1.769 3.395 -0.016
C 1.951 -1.329 2.037 0.043
N 0.619 -1.200 1.631 0.010
C 3.078 -1.106 1.247 -0.027
C 3.055 -0.746 -0.110 0.044
C 4.214 -0.529 -0.941 0.027
C 3.771 -0.188 -2.173 0.034
C 2.327 -0.173 -2.132 0.038
C 1.496 0.221 -3.163 -0.032
C 2.135 0.620 -4.450 -0.004
C 2.291 1.966 -4.766 -0.002
C 2.895 2.336 -5.958 0.000
C 3.343 1.362 -6.840 -0.001
C 3.187 0.019 -6.529 0.000
C 2.586 -0.353 -5.336 -0.002
C 0.080 0.310 -3.102 0.036
N -0.710 -0.045 -2.021 0.023
C -2.035 0.204 -2.380 -0.016
C -3.176 -0.042 -1.579 0.026
C -4.505 0.201 -2.203 0.003
C -4.912 -0.557 -3.300 0.002
C -6.154 -0.339 -3.875 0.000
C -6.993 0.644 -3.367 0.002
C -6.592 1.402 -2.278 0.000
C -5.355 1.178 -1.692 0.002
C -3.158 -0.499 -0.265 0.004
C -4.306 -0.860 0.520 0.026
C -3.857 -1.287 1.729 0.011
C -2.425 -1.215 1.704 0.016
N -2.022 -0.733 0.494 0.033
C -2.050 0.737 -3.685 0.019
C -0.749 0.785 -4.137 -0.029
N 1.929 -0.532 -0.854 0.010
C 4.411 -1.288 1.892 -0.004
C 5.183 -2.407 1.592 -0.002
C 6.420 -2.584 2.193 0.000
C 6.894 -1.642 3.096 -0.001
C 6.129 -0.525 3.397 0.000
C 4.891 -0.348 2.798 -0.002
H -3.873 -3.179 7.326 0.000
H -3.971 -0.808 6.641 0.000
H -2.917 -0.088 4.527 0.000
H -1.660 -4.114 3.786 0.000
H -2.724 -4.831 5.895 0.000
H 0.346 -2.243 4.779 0.002
H 2.860 -1.948 3.970 -0.001
H 5.233 -0.623 -0.606 0.001
H 4.357 0.051 -3.045 0.001
H 1.940 2.727 -4.077 0.000
H 3.017 3.383 -6.200 0.000
H 3.815 1.651 -7.769 0.000
H 3.534 -0.741 -7.216 0.000
H 2.461 -1.402 -5.093 0.000
H -4.262 -1.329 -3.693 0.000
H -6.468 -0.939 -4.718 0.000
H -7.959 0.815 -3.820 0.000
H -7.243 2.169 -1.882 0.000
H -5.045 1.771 -0.841 0.000
H -5.324 -0.807 0.175 0.002
H -4.438 -1.649 2.560 0.001
H -2.932 1.046 -4.220 0.002
H -0.407 1.126 -5.100 -0.002
H 4.813 -3.143 0.888 0.000
H 7.012 -3.458 1.958 0.000
H 7.858 -1.781 3.564 0.000
H 6.499 0.211 4.098 0.000
H 4.297 0.528 3.034 0.000
C 2.419 4.320 -0.091 0.000
C 2.259 2.805 -0.166 0.006
Sb 0.311 2.153 0.375 0.005
C -1.055 3.373 -0.701 -0.001
C -2.451 3.336 -0.090 0.000
C 0.118 2.796 2.395 -0.004
C -0.940 2.061 3.206 0.000
H 3.450 4.607 -0.294 0.000
H 2.164 4.710 0.895 0.000
H 1.791 4.827 -0.825 0.000
H 2.937 2.293 0.521 0.000
H 2.474 2.420 -1.164 0.000
H -1.059 3.017 -1.734 0.000
H -0.650 4.386 -0.706 0.000
H -2.843 2.317 -0.048 0.000
H -3.143 3.937 -0.681 0.000
H -2.460 3.738 0.924 0.000
H -0.089 3.866 2.343 -0.001
H 1.108 2.686 2.844 0.000
H -1.936 2.175 2.775 0.000
H -0.974 2.455 4.222 0.000
H -0.727 0.994 3.272 0.000
C 0.788 -3.655 -0.440 0.002
O -0.180 -2.636 -0.809 0.015
H 0.712 -4.482 -1.141 0.000
H 0.606 -3.984 0.582 0.000
H 1.767 -3.192 -0.518 0.000
H -1.069 -3.014 -0.875 0.003
```

Computed properties:
* F_max: 0.42 eV Å⁻¹
* LUMO (alpha / beta): -7.499 / -7.117 eV
* 2S+1: 3
* HOMO energy (alpha / beta): -12.3770 / -12.4233 eV
* total charge: +2
* orbital gap (alpha / beta): 4.88 / 5.31 eV

---

[3]
This record from the Open Molecules 2025 dataset describes a molecular structure, C51H47N8O3STaTe in a non-equilibrium geometry. The level of theory is wB97M-V/def2-TZVPD.

Structure (XYZ):
```
112
Properties=species:S:1:pos:R:3:mulliken_charge:R:1
Ta 0.942 1.366 -0.060 1.055
O -0.272 4.981 -1.788 -0.663
C -0.054 4.130 -0.945 0.052
N 1.004 3.268 -0.971 0.247
C 1.951 3.718 -1.983 -1.303
C 3.121 2.817 -2.174 0.464
C 4.065 3.128 -3.154 -1.058
C 5.107 2.257 -3.393 -0.616
C 5.202 1.118 -2.599 -1.180
C 4.250 0.904 -1.626 -0.262
N 3.207 1.717 -1.421 0.246
C -0.896 4.055 0.287 0.429
C -1.683 5.142 0.654 -1.011
C -2.337 5.099 1.873 -0.593
C -2.177 3.976 2.673 -1.138
C -1.383 2.934 2.220 -0.444
N -0.757 2.979 1.052 0.446
H 2.306 4.724 -1.714 0.900
H 1.422 3.844 -2.940 0.414
H 3.955 4.034 -3.728 0.560
H 5.828 2.452 -4.172 0.484
H 6.001 0.409 -2.734 0.499
H 4.321 0.043 -0.978 0.699
H -1.739 5.990 -0.009 0.615
H -2.940 5.931 2.204 0.477
H -2.642 3.915 3.642 0.552
H -1.213 2.048 2.817 0.720
C 5.280 0.217 4.462 -0.902
C 3.853 0.517 4.909 -0.358
N 3.185 1.482 4.050 -0.077
C 2.806 1.254 2.803 0.534
S 2.010 2.540 1.948 -0.584
N 3.104 0.101 2.236 -1.751
N 2.626 -0.163 1.060 1.395
C 3.034 -1.231 0.411 -0.028
C 4.069 -2.162 0.947 -1.832
C 2.289 -1.463 -0.765 0.135
C 2.040 -4.022 -1.880 0.307
C 1.054 -4.290 -3.009 -1.129
C 0.293 -3.393 -3.635 -0.676
C 0.164 -1.932 -3.299 0.614
N 1.323 -0.673 -1.201 0.566
H 5.788 -0.353 5.232 0.415
H 5.834 1.137 4.301 0.302
H 5.282 -0.363 3.544 0.068
H 3.855 0.932 5.917 0.493
H 3.268 -0.406 4.908 0.126
H 3.063 2.424 4.392 0.282
H 4.876 -1.589 1.402 0.358
H 4.465 -2.808 0.170 0.504
H 3.625 -2.777 1.729 0.341
H 3.018 -4.399 -2.197 0.774
H 1.020 -5.321 -3.332 0.424
H -0.342 -3.734 -4.441 0.631
H -0.879 -1.631 -3.388 0.254
C -5.863 -0.614 1.445 -1.714
C -4.412 -0.383 1.171 -0.017
C -3.442 -0.647 2.131 -0.587
C -2.095 -0.436 1.858 0.655
C -0.990 -0.722 2.807 -0.189
O 0.046 -0.060 2.774 -0.613
C -1.205 -1.832 3.747 0.417
C -0.631 -1.779 5.019 -0.458
C -0.880 -2.782 5.936 -0.817
C -1.661 -3.871 5.581 -0.505
C -2.186 -3.961 4.301 -1.160
C -1.975 -2.944 3.392 0.043
C -1.712 0.099 0.611 0.165
O -0.456 0.364 0.395 2.143
C -2.679 0.328 -0.397 0.131
C -4.016 0.081 -0.080 -0.619
C -2.295 0.776 -1.740 0.944
N -1.087 1.095 -2.050 0.805
C -0.792 1.489 -3.413 -1.135
C 0.667 1.272 -3.776 -0.848
Te 1.270 -0.626 -4.664 0.100
C 0.689 -1.842 -1.899 -0.159
C 2.070 -2.513 -1.801 -0.869
C 1.671 -4.695 -0.592 -1.114
C 0.626 -4.365 0.167 -0.613
C -0.385 -3.374 -0.121 -0.085
C -0.383 -2.357 -0.984 -1.933
C -3.392 0.803 -2.746 -1.399
C -3.936 2.019 -3.150 -0.038
C -4.961 2.043 -4.079 -0.979
C -5.432 0.864 -4.630 -0.537
C -4.880 -0.346 -4.246 -1.158
C -3.870 -0.382 -3.301 0.599
H -6.022 -1.008 2.444 0.432
H -6.269 -1.320 0.723 0.363
H -6.424 0.313 1.344 0.364
H -3.740 -0.998 3.108 0.627
H -0.025 -0.924 5.282 0.498
H -0.467 -2.716 6.930 0.453
H -1.861 -4.650 6.300 0.445
H -2.767 -4.823 4.013 0.454
H -2.392 -3.013 2.398 0.452
H -4.777 0.263 -0.825 0.758
H -0.997 2.566 -3.487 0.591
H -1.458 0.994 -4.132 0.498
H 1.278 1.414 -2.896 0.075
H 0.958 1.988 -4.541 0.721
H 2.640 -2.163 -2.681 0.579
H 2.312 -5.508 -0.280 0.458
H 0.451 -4.926 1.073 0.538
H -1.299 -3.517 0.442 0.553
H -1.284 -1.766 -1.066 0.506
H -3.569 2.941 -2.721 0.535
H -5.389 2.986 -4.379 0.445
H -6.229 0.887 -5.356 0.429
H -5.236 -1.266 -4.680 0.459
H -3.449 -1.328 -2.991 0.533
```

Computed properties:
* F_max: 3.21 eV Å⁻¹
* LUMO: -6.085 eV
* HOMO energy: -12.5141 eV
* total charge: +2
* orbital gap: 6.43 eV

---

[4]
This record from the Open Molecules 2025 dataset describes a molecular structure, C51H48FKN11O8PSe. The level of theory is wB97M-V/def2-TZVPD.

Structure (XYZ):
```
122
Properties=species:S:1:pos:R:3:mulliken_charge:R:1
K -1.162 -0.382 0.689 0.979
O -3.790 -1.095 4.189 -0.801
C -3.229 -0.409 3.318 0.095
N -3.397 -0.383 2.004 0.327
C -4.547 -0.951 1.470 -0.688
C -5.792 -0.849 2.121 -0.648
C -6.968 -1.276 1.540 -0.622
C -6.955 -1.856 0.277 -0.935
C -5.746 -1.988 -0.379 -0.322
C -4.553 -1.541 0.192 0.776
N -3.342 -1.881 -0.503 -0.183
C -3.276 -1.703 -1.735 -0.106
O -4.043 -0.898 -2.492 -0.303
C -0.991 -2.006 -2.764 -0.067
C -0.135 -2.657 -3.646 -0.637
C 1.153 -2.167 -3.711 -1.487
C 1.531 -1.106 -2.895 -0.647
C 0.599 -0.579 -2.028 -0.170
N -0.667 -1.016 -1.982 1.196
C -2.221 0.625 3.847 0.311
C -2.053 0.704 5.230 -0.829
C -1.274 1.720 5.752 -0.527
C -0.671 2.617 4.879 -0.652
C -0.869 2.437 3.519 -0.230
N -1.629 1.473 3.004 0.320
H -5.802 -0.426 3.115 0.436
H -7.900 -1.169 2.083 0.362
H -7.865 -2.214 -0.188 0.374
H -5.706 -2.475 -1.346 0.431
H -0.474 -3.492 -4.241 0.578
H 1.860 -2.619 -4.395 0.433
H 2.537 -0.709 -2.909 0.542
H 0.846 0.220 -1.341 -0.318
H -2.562 -0.029 5.837 0.501
H -1.136 1.813 6.823 0.352
H -0.055 3.432 5.232 0.416
H -0.401 3.100 2.801 0.448
C -3.093 2.919 0.008 -0.888
C -3.404 2.448 -1.394 -0.249
O -2.213 2.330 -2.149 -0.114
C -2.497 1.934 -3.487 -0.051
C -1.223 1.881 -4.288 -0.615
H -4.028 3.103 0.542 0.460
H -2.517 3.847 -0.013 0.286
H -2.548 2.178 0.593 0.067
H -4.075 3.162 -1.896 0.370
H -3.927 1.483 -1.368 0.112
H -3.202 2.649 -3.935 0.524
H -2.987 0.959 -3.497 0.090
H -0.761 2.870 -4.331 0.305
H -1.440 1.524 -5.295 0.133
H -0.520 1.174 -3.842 -0.233
O 0.699 1.834 0.194 0.125
P 1.951 2.629 0.324 1.882
C 2.306 3.579 -1.168 0.195
C 1.716 3.148 -2.352 0.048
C 2.019 3.789 -3.547 -0.648
C 2.888 4.870 -3.555 -0.640
C 3.454 5.323 -2.370 -0.832
C 3.164 4.678 -1.179 -0.524
C 1.906 3.865 1.641 -0.035
C 2.554 3.669 2.856 -0.271
C 2.408 4.595 3.881 -0.915
C 1.613 5.716 3.695 -0.394
C 0.959 5.915 2.484 -0.685
C 1.105 4.993 1.461 -0.370
C 3.410 1.618 0.648 -0.247
C 4.703 2.146 0.611 -0.285
C 5.794 1.336 0.864 -0.681
C 5.599 -0.010 1.159 -0.729
C 4.319 -0.532 1.199 -0.674
C 3.217 0.275 0.939 0.243
H 1.010 2.327 -2.332 -0.036
H 1.566 3.442 -4.466 0.557
H 3.117 5.368 -4.489 0.388
H 4.118 6.178 -2.375 0.403
H 3.596 5.041 -0.254 0.376
H 3.162 2.786 3.008 0.403
H 2.906 4.430 4.828 0.394
H 1.494 6.434 4.496 0.377
H 0.327 6.782 2.342 0.409
H 0.582 5.139 0.523 0.453
H 4.859 3.195 0.383 0.270
H 6.795 1.749 0.834 0.396
H 6.451 -0.648 1.362 0.405
H 4.161 -1.571 1.448 0.606
H 2.225 -0.157 0.972 0.255
N 1.477 -0.208 4.902 -0.814
N 1.736 -0.982 3.718 -0.067
H 0.488 -0.231 5.133 0.329
H 1.685 0.756 4.671 0.328
H 0.941 -0.945 3.086 -0.070
H 1.803 -1.956 3.983 0.269
Se -2.411 -0.686 -6.791 -0.512
N -2.440 -2.496 -6.338 -0.989
C -2.695 -2.974 -5.181 0.166
C -2.650 -4.389 -4.831 -0.922
C -2.621 -4.768 -3.509 -0.656
C -2.563 -3.943 -2.396 -0.625
N -2.417 -2.485 -2.675 2.103
C -3.079 -2.166 -3.983 1.247
N -3.971 -1.281 -3.863 -0.690
H -2.635 -5.106 -5.639 0.334
H -2.631 -5.828 -3.275 0.325
H -2.488 -4.172 -1.349 0.453
F 5.041 -5.528 3.245 -0.337
C 4.378 -5.659 2.082 0.172
C 3.569 -4.691 1.633 -0.038
N 2.879 -4.793 0.451 0.286
C 2.062 -3.670 -0.030 -0.626
C 1.243 -2.951 1.064 -0.013
O 1.192 -3.446 2.197 -0.831
O 0.694 -1.900 0.641 -0.407
C 2.987 -5.914 -0.338 0.400
O 2.442 -6.057 -1.412 -0.668
N 3.806 -6.909 0.186 -0.040
C 4.551 -6.899 1.355 0.274
O 5.248 -7.842 1.679 -0.675
H 3.394 -3.793 2.204 0.518
H 1.379 -4.068 -0.776 0.338
H 2.697 -2.941 -0.539 0.085
H 3.878 -7.737 -0.386 0.231
```

Computed properties:
* F_max: 0.88 eV Å⁻¹
* LUMO: 3.159 eV
* HOMO energy: -1.0684 eV
* total charge: -2
* orbital gap: 4.23 eV

---

Sequential electronic energy output: -109792.358, -70009.304, -91381.317, -180115.714 eV
Sequential energy relative to the best compared isomer or geometry (same formula, charge and spin) output: 24.1, 0.0, 114.0, 13.9 kcal per mole